1.
Density functional theory data (wB97M-V/def2-TZVPD) for a cluster of 2 separate species, C22H19F3NO8S2 in total at a distorted geometry.

Element x y z (Å)
C: -4.6233 4.1468 3.2601
C: -4.3399 4.3215 1.7976
O: -3.2063 3.4439 1.5214
C: -3.0599 3.2649 0.2010
C: -2.1600 2.1447 -0.2301
C: -2.3665 0.8396 0.3503
C: -1.7442 -0.3653 -0.3266
C: -0.5607 -0.3382 -1.0741
C: -0.0388 -1.5089 -1.6420
C: -0.6993 -2.7374 -1.4772
C: -1.8901 -2.7692 -0.7487
C: -2.3737 -1.6098 -0.1370
O: -3.0972 0.6779 1.3333
C: -2.0155 2.2175 -1.6927
O: -2.2757 1.3026 -2.4778
O: -1.6366 3.4298 -2.1485
C: -1.7219 3.4872 -3.5787
C: -1.8800 4.9198 -3.9756
O: -3.7250 3.9234 -0.5862
H: -5.4408 4.7917 3.5731
H: -4.9268 3.1181 3.4618
H: -3.7422 4.3683 3.8623
H: -5.2211 4.0288 1.2091
H: -4.0773 5.3635 1.5591
H: -0.0116 0.5954 -1.1984
H: 0.8680 -1.4661 -2.2363
H: -0.2748 -3.6402 -1.9259
H: -2.4337 -3.7132 -0.6166
H: -3.2649 -1.6446 0.4967
H: -0.8274 3.0173 -4.0057
H: -2.5900 2.9209 -3.9262
H: -1.9634 4.9666 -5.0606
H: -2.8083 5.3116 -3.5474
H: -1.0359 5.5317 -3.6495
F: 5.3986 -0.2492 4.1102
C: 4.0463 -0.2787 4.1212
F: 3.6075 -1.4638 4.6295
F: 3.5992 0.7410 4.9252
S: 3.3607 -0.0144 2.4365
N: 3.6633 -1.5814 1.6107
C: 4.8389 -2.3804 1.5501
O: 5.8931 -2.1052 2.1047
C: 4.5153 -3.5670 0.7007
C: 3.2877 -3.4460 0.0755
C: 2.7892 -4.4199 -0.7940
C: 3.5450 -5.5824 -0.9807
C: 4.7932 -5.7268 -0.3559
C: 5.3069 -4.7068 0.4567
S: 2.3773 -2.0267 0.5901
O: 1.2287 -2.4148 1.3619
O: 2.2722 -1.0185 -0.4304
H: 1.8340 -4.2666 -1.2986
H: 3.1591 -6.3931 -1.6054
H: 5.3613 -6.6501 -0.4940
H: 6.2872 -4.7893 0.9224

The calculation puts the gap between HOMO and LUMO at 5.03 eV. The LUMO energy is 0.0420 Eh. The charge is -1. The value obtained for the relative energy (zero: lowest compared OMol25 entry of this formula, charge and spin) is 0.267 eV. As for the energy: -70815.5348 eV.

2.
Density functional theory data (wB97M-V/def2-TZVPD) for a structure of composition C22H19F6N6O4S3SiV at a distorted geometry.

Element x y z (Å)
V: -0.0806 -0.1855 1.3099
N: 3.9195 1.3448 1.0019
C: 2.7026 0.9442 1.4378
S: 2.1730 -0.6918 1.0581
N: 1.9436 1.7605 2.1062
N: 0.7682 1.1411 2.3955
C: 0.2574 1.3411 3.5778
C: -0.4885 0.2069 4.0302
C: -1.0802 0.0178 5.2737
C: -1.5201 -1.2440 5.6116
C: -1.3362 -2.2961 4.7210
C: -0.7755 -2.0338 3.4889
N: -0.3933 -0.8039 3.1254
H: 4.5713 0.6259 0.7430
H: 4.2903 2.2023 1.3781
H: 0.5662 2.1713 4.1996
H: -1.1940 0.8615 5.9401
H: -1.9793 -1.4184 6.5753
H: -1.6344 -3.3015 4.9789
H: -0.6078 -2.8213 2.7687
F: -3.0242 -3.2223 -1.0618
C: -3.3023 -1.9591 -0.7498
F: -4.5689 -1.8691 -0.3711
F: -3.1168 -1.1973 -1.8255
S: -2.2144 -1.4287 0.6662
O: -0.8916 -1.9180 0.3213
O: -2.8758 -1.9854 1.7947
N: -2.2186 0.1426 0.5212
S: -2.6793 1.1382 1.6821
O: -3.0041 0.5093 2.9176
O: -1.8674 2.3091 1.6880
C: -4.3158 1.7117 1.0335
F: -5.1544 0.6721 1.0074
F: -4.8075 2.6505 1.8331
F: -4.1999 2.2034 -0.1974
N: 0.3374 2.4749 -0.1985
C: 0.2136 1.2543 -0.1053
H: 0.3780 3.0842 0.6153
C: 2.7071 3.1495 -4.6650
C: 1.4901 2.6513 -5.1042
C: 0.7226 1.8590 -4.2625
C: 1.1484 1.5593 -2.9688
C: 2.3633 2.0909 -2.5330
C: 3.1370 2.8747 -3.3741
Si: 0.1049 0.4059 -1.8989
C: 0.8118 -1.3158 -2.1989
C: 2.1917 -1.5288 -2.1785
C: 2.7245 -2.7860 -2.4132
C: 1.8841 -3.8580 -2.6786
C: 0.5145 -3.6562 -2.7506
C: -0.0119 -2.3932 -2.5265
H: 3.3129 3.7572 -5.3251
H: 1.1362 2.8851 -6.1006
H: -0.2271 1.4708 -4.6158
H: 2.7007 1.8987 -1.5217
H: 4.0753 3.2840 -3.0192
H: -1.3014 0.4597 -2.3319
H: 2.8587 -0.7001 -1.9837
H: 3.7978 -2.9281 -2.3903
H: 2.2949 -4.8451 -2.8500
H: -0.1455 -4.4830 -2.9830
H: -1.0807 -2.2436 -2.6186

The multiplicity is 3. The calculation puts the gap between HOMO and LUMO (alpha / beta) at 7.02 / 6.28 eV. The LUMO energy (alpha / beta) is -0.0266 / -0.0476 Eh. The value obtained for the relative energy (zero: lowest compared OMol25 entry of this formula, charge and spin) is 1.838 eV. As for the energy: -122626.8372 eV. As for the expectation value of S²: 2.3202.

3.
Density functional theory data (wB97M-V/def2-TZVPD) for a structure of composition C22H19FGaN15O5.

Element x y z (Å)
Ga: 0.0553 -0.1042 0.1176
N: -3.0100 -0.0370 1.4637
C: -2.2912 -1.1997 1.5357
N: -2.6841 -2.2789 2.1839
N: -1.7216 -3.1855 1.9660
N: -0.7905 -2.7056 1.2321
N: -1.1192 -1.4251 0.9118
C: -2.5747 1.0971 0.8337
N: -3.2951 2.1875 0.6408
N: -2.4969 3.0088 -0.0541
N: -1.3577 2.4670 -0.2812
N: -1.3599 1.2302 0.2817
H: -3.8936 -0.0047 1.9433
N: 1.1986 2.6324 -2.7340
C: 1.9788 3.2090 -1.7623
C: 1.9217 2.3747 -0.6867
N: 1.1322 1.3099 -0.9983
C: 0.6917 1.4921 -2.2273
C: -0.2651 0.5486 -2.7502
N: -0.7092 -0.3927 -1.9425
C: -1.6385 -1.1116 -2.6336
C: -1.7536 -0.5962 -3.8914
N: -0.8742 0.4571 -3.9520
H: 0.9928 3.0463 -3.6259
H: 2.4877 4.1439 -1.9118
H: 2.3691 2.4842 0.2856
H: -2.1682 -1.9337 -2.1823
H: -2.3691 -0.8815 -4.7254
H: -0.7406 1.0520 -4.7501
F: 1.9905 -4.6439 2.7741
C: 2.9898 -3.7726 2.5749
C: 2.7276 -2.4770 2.3598
N: 3.7213 -1.5682 2.0993
C: 3.4128 -0.1775 1.7791
C: 2.0892 0.2475 2.4428
O: 2.0596 0.5377 3.6137
O: 1.0744 0.2022 1.6395
C: 5.0500 -1.9522 2.0295
O: 5.9444 -1.1897 1.7273
N: 5.2721 -3.2848 2.3054
C: 4.3420 -4.2977 2.5481
O: 4.6863 -5.4489 2.6893
H: 1.7061 -2.1150 2.3803
H: 3.3225 -0.0650 0.6958
H: 4.2300 0.4376 2.1441
H: 6.2409 -3.5676 2.2863
C: 1.0517 -3.6876 -1.0951
C: 1.9376 -2.5072 -0.9085
O: 1.5039 -1.3846 -0.6314
C: 3.3956 -2.6591 -1.0872
C: 4.1731 -1.5219 -1.3157
C: 5.5458 -1.6277 -1.4467
C: 6.1532 -2.8738 -1.3536
C: 5.3876 -4.0090 -1.1247
C: 4.0133 -3.9070 -0.9942
H: 0.0284 -3.3615 -1.2484
H: 1.0432 -4.2689 -0.1682
H: 1.3951 -4.3211 -1.9109
H: 3.6891 -0.5569 -1.4033
H: 6.1399 -0.7394 -1.6133
H: 7.2268 -2.9592 -1.4598
H: 5.8593 -4.9786 -1.0383
H: 3.4261 -4.7912 -0.7814

The calculation puts the gap between HOMO and LUMO at 7.35 eV. The LUMO energy is -0.0333 Eh. The value obtained for the relative energy (zero: lowest compared OMol25 entry of this formula, charge and spin) is 0.244 eV. As for the energy: -110807.8406 eV.

4.
Density functional theory data (wB97M-V/def2-TZVPD) for a structure of composition C22H19MnN6O3S3 at a distorted geometry.

Element x y z (Å)
Mn: -0.1151 0.0727 -0.9235
N: -2.7321 0.6972 -4.5341
C: -2.0729 0.4299 -3.3442
S: -0.3792 0.0828 -3.4508
N: -2.8408 0.4824 -2.2973
N: -2.1839 0.2624 -1.0895
C: -2.9294 0.4840 -0.0817
C: -2.5810 0.2907 1.3205
C: -3.4685 0.7866 2.2783
C: -3.2548 0.6319 3.6351
C: -2.1107 -0.0594 4.0458
C: -1.2237 -0.5762 3.1225
C: -1.4214 -0.4236 1.7251
O: -0.5999 -0.9405 0.8732
H: -2.2733 0.3723 -5.3650
H: -3.7353 0.6321 -4.4975
H: -3.9343 0.8462 -0.2982
H: -4.3513 1.3162 1.9307
H: -3.9511 1.0375 4.3585
H: -1.9169 -0.1915 5.1055
H: -0.3378 -1.1190 3.4352
O: 0.0399 4.1917 -0.0080
C: 0.2471 2.9816 -0.1168
O: -0.1678 2.1762 -1.0080
C: 1.1476 2.3457 0.9350
C: 1.8793 3.1076 1.8391
C: 2.7373 2.4574 2.7062
C: 2.8187 1.0684 2.6629
C: 2.0289 0.3928 1.7465
N: 1.2284 1.0260 0.8907
H: 1.7520 4.1817 1.8263
H: 3.3357 3.0188 3.4157
H: 3.4673 0.5187 3.3339
H: 2.0136 -0.6929 1.6938
C: 2.9849 1.7991 -1.8058
C: 3.0815 0.3374 -1.5256
N: 2.0665 -0.4540 -1.4145
C: 2.4344 -1.7685 -1.2145
C: 3.7650 -1.9787 -1.1557
S: 4.5845 -0.4852 -1.3223
C: 1.3380 -2.7422 -1.1243
C: 1.4123 -4.0769 -0.9261
S: -0.1688 -4.7211 -0.8705
C: -0.8367 -3.1484 -1.1331
N: 0.0664 -2.2368 -1.2528
C: -2.3028 -2.8883 -1.1659
H: 1.9434 2.0458 -2.0159
H: 3.6051 2.0676 -2.6622
H: 3.3168 2.3780 -0.9421
H: 4.2963 -2.9103 -1.0241
H: 2.2869 -4.7004 -0.8127
H: -2.8743 -3.8150 -1.2296
H: -2.5408 -2.2418 -2.0113
H: -2.5732 -2.3486 -0.2567

The multiplicity is 2. The calculation puts the gap between HOMO and LUMO (alpha / beta) at 5.99 / 5.86 eV. The LUMO energy (alpha / beta) is 0.0796 / 0.0796 Eh. The charge is -1. The value obtained for the relative energy (zero: lowest compared OMol25 entry of this formula, charge and spin) is 0.814 eV. As for the energy: -102035.0253 eV. As for the expectation value of S²: 1.1029.